{
  "formula": "C2H4FIO",
  "method": "ωB97M-V/def2-TZVPD",
  "species": ["C", "C", "O", "F", "I", "H", "H", "H", "H"],
  "xyz": [[0.769, -1.103, 0.034], [-1.006, 0.901, 0.016], [-0.925, 1.961, 0.888], [1.024, -1.063, 1.303], [-2.918, -0.240, 0.021], [0.006, -1.714, -0.483], [1.689, -0.870, -0.519], [-0.762, 1.381, -0.943], [-0.714, 1.739, 1.875]],
  "forces_ev_per_angstrom": [[-0.1, 1.5, -2.9], [0.3, 0.7, 0.2], [0.8, -1.2, 2.2], [-0.4, -0.7, 2.0], [1.0, 0.6, 0.0], [0.3, 0.1, 1.3], [-0.6, 0.0, -0.1], [-0.5, -0.8, -0.1], [-0.8, 0.0, -2.7]],
  "e_homo_ha": [-0.3089, -0.3063],
  "lumo_energy_ev": [-0.40, 0.20],
  "gap_ev": [8.002, 8.530],
  "charge": 0
}

{
  "formula": "C2H4FIOS",
  "method": "ωB97M-V/def2-TZVPD",
  "species": ["C", "C", "O", "F", "S", "I", "H", "H", "H", "H"],
  "xyz": [[0.416, 0.105, -0.463], [-0.431, -0.980, -0.863], [1.999, -1.923, 0.200], [1.047, 0.715, -1.561], [1.129, -2.794, -0.513], [-0.162, -4.145, 1.019], [1.407, -0.447, 0.061], [-0.085, 0.827, 0.156], [-1.176, -1.357, -0.130], [-0.568, -1.231, -1.944]],
  "forces_ev_per_angstrom": [[2.3, -1.1, -0.3], [0.1, -2.6, -0.4], [3.3, 1.7, 2.1], [-0.5, 0.2, 0.1], [-3.2, -0.4, -2.4], [-0.3, -0.1, 0.3], [-2.2, 1.0, -0.1], [0.1, 0.4, 0.4], [0.4, 0.5, -0.8], [-0.2, 0.6, 1.2]],
  "e_homo_ha": -0.3322,
  "lumo_energy_ev": -0.67,
  "gap_ev": 8.373,
  "charge": 0
}

Number 1: total energy -551.23784 a.u., strongest force on any atom 3.22 eV Å⁻¹. Number 2: total energy -949.49739 a.u., strongest force on any atom 4.30 eV Å⁻¹.